No. 1
# C31H44BrN3O9Ti

A structure of composition C31H44BrN3O9Ti in a non-equilibrium geometry (wB97M-V/def2-TZVPD, the OMol25 dataset).

2S+1   2
Total charge   -1
HOMO energy (alpha / beta)   -0.14239 / -0.18978 hartree
Relative energy (zero: lowest compared OMol25 entry of this formula, charge and spin)   3.8 kcal/mol
⟨S²⟩   0.75
LUMO level (alpha / beta)   0.08440 / 0.08442 Eh
Max |F|   1.90 eV/Å
Orbital gap (alpha / beta)   0.22680 / 0.27420 Eh

Cartesian coordinates (Å):
Ti: -1.500 -1.384 -1.352
O: -6.282 0.497 1.967
C: -5.269 0.029 1.199
C: -4.763 -1.260 1.338
C: -3.731 -1.649 0.512
N: -3.228 -0.839 -0.406
C: -3.680 0.410 -0.512
C: -4.707 0.893 0.259
C: -2.849 1.216 -1.498
O: -3.085 2.394 -1.714
O: -1.900 0.504 -1.995
C: -3.004 -2.983 0.572
O: -3.344 -3.824 1.385
O: -2.063 -3.033 -0.293
H: -6.557 -0.198 2.571
H: -5.131 -1.963 2.078
H: -5.042 1.917 0.145
C: 5.240 -2.867 2.548
C: 3.942 -3.028 3.355
C: 3.733 -4.515 3.683
C: 4.103 -2.272 4.675
C: 2.763 -2.501 2.535
C: 2.430 -3.109 1.331
C: 1.397 -2.628 0.557
Br: 0.992 -3.582 -1.038
C: 0.628 -1.495 0.912
O: -0.261 -0.989 0.095
C: 0.893 -0.941 2.192
C: 1.966 -1.438 2.935
C: 0.018 0.135 2.877
C: -0.436 -0.412 4.246
C: 0.836 1.420 3.096
C: -1.265 0.528 2.133
H: 6.095 -3.266 3.108
H: 5.428 -1.811 2.333
H: 5.178 -3.397 1.594
H: 4.559 -4.892 4.297
H: 3.685 -5.123 2.776
H: 2.797 -4.659 4.232
H: 4.951 -2.683 5.231
H: 3.210 -2.367 5.302
H: 4.295 -1.208 4.507
H: 2.982 -3.974 0.976
H: 2.167 -0.976 3.896
H: 0.409 -0.640 4.900
H: -1.015 -1.330 4.111
H: -1.070 0.325 4.755
H: 1.731 1.239 3.697
H: 0.226 2.170 3.615
H: 1.153 1.840 2.137
H: -1.935 -0.325 2.030
H: -1.068 0.916 1.134
H: -1.783 1.298 2.717
C: -0.293 -0.166 -5.039
C: -0.092 -1.377 -4.135
C: 1.056 -2.232 -4.651
O: 0.182 -0.989 -2.775
C: -1.406 -2.191 -4.161
O: -1.740 -2.698 -5.220
O: -2.071 -2.231 -3.059
H: 0.645 0.389 -5.137
H: -1.072 0.487 -4.632
H: -0.598 -0.514 -6.025
H: 1.962 -1.625 -4.732
H: 0.796 -2.641 -5.629
H: 1.253 -3.052 -3.962
H: 0.389 -0.029 -2.714
C: -1.229 5.097 -0.864
C: 0.248 5.025 -1.262
N: 0.537 4.008 -2.264
C: 0.154 4.298 -3.639
C: -1.265 3.845 -4.018
C: 0.813 2.710 -1.912
C: 1.080 2.421 -0.458
N: 0.872 1.724 -2.732
H: -1.347 5.712 0.033
H: -1.633 4.098 -0.666
H: -1.835 5.540 -1.657
H: 0.861 4.837 -0.384
H: 0.579 5.985 -1.662
H: 0.886 3.832 -4.299
H: 0.265 5.373 -3.780
H: -1.545 2.946 -3.464
H: -1.333 3.629 -5.087
H: -2.005 4.611 -3.781
H: 1.946 2.976 -0.090
H: 1.258 1.354 -0.353
H: 0.217 2.693 0.159
H: 0.624 1.980 -3.687

***

No. 2
# C3H10OS

A cluster of 2 separate species, C3H10OS in total in a non-equilibrium geometry (wB97M-V/def2-TZVPD, the OMol25 dataset).

2S+1   1
Structure (SMILES)   CCCS.O
HOMO energy   -0.33573 hartree
Relative energy (zero: lowest compared OMol25 entry of this formula, charge and spin)   3.7 kcal/mol
LUMO level   0.02724 Eh
Max |F|   1.68 eV/Å
Orbital gap   0.36296 Eh

Cartesian coordinates (Å):
C: -0.416 -1.480 0.585
C: -1.174 -0.294 0.050
C: -0.438 1.009 0.365
S: -0.942 2.298 -0.790
H: -0.870 -2.451 0.452
H: -0.166 -1.458 1.662
H: 0.570 -1.588 0.131
H: -1.174 -0.386 -1.040
H: -2.224 -0.232 0.352
H: 0.621 0.802 0.246
H: -0.562 1.318 1.411
H: -0.360 3.347 -0.191
H: 1.805 -0.159 -1.637
H: 2.910 -0.073 -0.507
O: 2.421 -0.652 -1.090